ORCA calculation (ωB97M-V/def2-TZVPD) on C4H8N2O2S in the gas phase.

The total energy is -22181.5184 eV. The expectation value of S² is 2.010. For the energy above the lowest of the compared OMol25 structures with the same formula, charge and spin, the calculation gives 82.59 kJ/mol. As for the multiplicity: 3. For the HOMO energy (alpha / beta), the calculation gives -5.769 / -9.547 eV. The calculation puts the max |F| at 4.3 eV/Å. The total charge is 0. Its orbital gap (alpha / beta) is 6.52 / 7.99 eV.

Each atom is followed by the atoms it is bonded to, with distances in Å.
Cartesian coordinates (Å):
1 C -0.50 0.48 -2.20  C2 1.663, N5 1.310, O7 1.203
2 C 0.91 0.06 -1.42  C1 1.663, S9 1.842, H10 1.036, H11 1.036
3 C 0.57 -0.90 1.13  O8 1.355, S9 1.685, H12 1.074
4 C 1.34 0.34 2.99  O8 1.491, H13 1.121, H14 1.080, H15 1.103
5 N -1.33 -0.39 -1.69  C1 1.310, N6 1.403, S9 2.053
6 N -2.73 -0.26 -1.75  N5 1.403, H16 1.027, H17 1.030
7 O -0.66 1.44 -2.92  C1 1.203
8 O 1.30 0.18 1.51  C3 1.355, C4 1.491
9 S 0.05 -1.23 -0.43  C2 1.842, C3 1.685, N5 2.053
10 H 1.61 -0.35 -2.06  C2 1.036
11 H 1.39 0.68 -0.75  C2 1.036
12 H -0.07 -1.30 1.90  C3 1.074
13 H 2.22 0.86 3.46  C4 1.121
14 H 1.45 -0.65 3.40  C4 1.080
15 H 0.45 0.96 3.17  C4 1.103
16 H -2.91 0.75 -1.71  N6 1.027
17 H -3.08 -0.69 -2.62  N6 1.030

Atom charges from the natural (NBO) analysis, given in e for atoms 1 to 5: 0.6331 -0.6048 -0.1503 -0.2669 -0.3582

ORCA calculation (ωB97M-V/def2-TZVPD) on a gas-phase ion, C5H13N2 (charge +2).

The total energy is -8357.6530 eV. The expectation value of S² is 0.760. For the energy above the lowest of the compared OMol25 structures with the same formula, charge and spin, the calculation gives 74.00 kJ/mol. As for the multiplicity: 2. For the HOMO energy (alpha / beta), the calculation gives -18.572 / -20.773 eV. The calculation puts the max |F| at 2.8 eV/Å. The total charge is +2. Its orbital gap (alpha / beta) is 10.73 / 9.79 eV.

Each atom is followed by the atoms it is bonded to, with distances in Å.
Cartesian coordinates (Å):
1 C 0.60 -1.04 -1.29  C2 1.532, N7 1.543, H8 1.087, H9 1.087
2 C 1.40 0.09 -0.61  C1 1.532, C3 1.544, H10 1.084, H11 1.091
3 C 0.57 1.23 0.01  C2 1.544, C6 1.495, H12 1.099, H13 1.085
4 N -1.29 -0.54 2.77  C5 1.323, H14 1.021, H15 1.021
5 C -0.37 0.12 2.09  N4 1.323, C6 1.400, H16 1.089
6 C -0.57 0.80 0.88  C3 1.495, C5 1.400, H17 1.092
7 N -0.53 -0.51 -2.20  C1 1.543, H18 1.019, H19 1.026, H20 1.027
8 H 1.21 -1.62 -1.97  C1 1.087
9 H 0.04 -1.67 -0.60  C1 1.087
10 H 2.05 0.51 -1.37  C2 1.084
11 H 2.02 -0.44 0.11  C2 1.091
12 H 1.24 1.81 0.66  C3 1.099
13 H 0.21 1.96 -0.70  C3 1.085
14 H -2.22 -0.15 2.60  N4 1.021
15 H -1.02 -0.61 3.75  N4 1.021
16 H 0.63 0.02 2.51  C5 1.089
17 H -1.56 1.24 0.71  C6 1.092
18 H -1.25 0.00 -1.69  N7 1.019
19 H -0.93 -1.30 -2.70  N7 1.026
20 H -0.20 0.10 -2.95  N7 1.027

Atom charges from the natural (NBO) analysis, given in e for atoms 1 to 5: -0.2042 -0.4251 -0.5095 -0.5674 0.1397